(1)
Below is one molecule with the formula C3H4N2O, with properties calculated with ωB97M-V/def2-TZVPD.

Last column: natural (NBO) charge in e.
Cartesian coordinates (Å):
O 2.381 -0.014 0.397  -0.556
C 1.196 0.175 0.282  0.637
C 0.188 -0.893 -0.149  -0.359
N -1.027 -0.144 -0.275  -0.593
C -0.743 1.111 0.148  0.316
N 0.490 1.375 0.435  -0.545
H 0.868 -1.122 -1.196  0.242
H 0.134 -1.790 0.486  0.243
H -1.945 -0.536 -0.343  0.415
H -1.543 1.837 0.216  0.199

The charge is 0. The calculation puts the energy above the lowest of the compared OMol25 structures with the same formula, charge and spin at 25.5 kcal/mol. Its SMILES is O=C1CNC=N1. The maximum force is 3.8 eV Å⁻¹. The value obtained for the HOMO energy is -9.5441 eV. The value obtained for the HOMO-LUMO gap is 10.2 eV.

=====

(2)
Below is a 2-piece molecular cluster, C4H14NOS overall, with properties calculated with ωB97M-V/def2-TZVPD.

Last column: natural (NBO) charge in e.
Cartesian coordinates (Å):
C -1.498 0.332 1.985  -0.629
C -1.036 0.119 0.574  -0.027
C -0.123 -1.114 0.644  -0.467
C 0.624 -1.796 -0.517  -0.547
S 0.006 -1.424 -2.197  -0.016
N -0.148 1.268 -0.031  -0.723
H -1.562 -0.578 2.601  0.258
H -0.625 0.908 2.234  0.215
H -2.554 0.829 1.952  0.248
H -1.829 0.073 -0.159  0.228
H -0.795 -1.937 1.119  0.249
H 0.656 -1.043 1.483  0.237
H 1.624 -1.275 -0.590  0.214
H 0.957 -2.891 -0.298  0.266
H -1.246 -1.856 -1.948  0.129
H 0.554 1.598 0.675  0.463
H 0.302 0.893 -0.874  0.449
H -0.584 2.146 -0.295  0.435
H 1.721 3.956 0.895  0.493
H 2.684 2.981 1.572  0.501
O 1.729 3.106 1.362  -0.975

The charge is +1. The calculation puts the energy above the lowest of the compared OMol25 structures with the same formula, charge and spin at 32.5 kcal/mol. The maximum force is 3.6 eV Å⁻¹. The value obtained for the HOMO energy is -12.9936 eV. The value obtained for the HOMO-LUMO gap is 9.8 eV.

=====

(3)
Below is a 2-piece molecular cluster, C4H12 overall, with properties calculated with ωB97M-V/def2-TZVPD.

Last column: natural (NBO) charge in e.
Cartesian coordinates (Å):
C 0.367 -1.322 -0.966  -0.647
C 1.108 -1.974 -2.146  -0.601
H -0.094 -1.870 -0.142  0.227
H 0.854 -0.340 -0.851  0.214
H -0.638 -1.195 -1.320  0.203
H 0.870 -3.018 -2.256  0.203
H 0.891 -1.423 -3.062  0.203
H 2.160 -1.855 -1.948  0.198
C -0.089 1.526 1.118  -0.620
C -1.271 1.723 2.006  -0.609
H 0.437 0.486 1.128  0.217
H -0.525 1.842 0.175  0.210
H 0.766 2.226 1.436  0.198
H -1.965 0.843 1.835  0.200
H -1.781 2.670 1.870  0.207
H -1.090 1.681 3.123  0.197

The charge is 0. The calculation puts the energy above the lowest of the compared OMol25 structures with the same formula, charge and spin at 27.9 kcal/mol. Its SMILES is CC.CC. The maximum force is 3.5 eV Å⁻¹. The value obtained for the HOMO energy is -11.0969 eV. The value obtained for the HOMO-LUMO gap is 12.2 eV.

=====

(4)
Below is one molecule with the formula C5H9NO, with properties calculated with ωB97M-V/def2-TZVPD.

Last column: natural (NBO) charge in e.
Cartesian coordinates (Å):
N 1.014 2.461 -0.198  -0.637
C 0.603 1.545 0.490  0.510
C 0.320 0.567 1.347  -0.555
C 0.452 -0.904 0.946  -0.400
C 0.325 -1.109 -0.568  -0.433
C -0.987 -0.537 -1.126  -0.064
O -1.313 0.731 -0.594  -0.749
H 0.422 2.972 -0.845  0.400
H 0.342 0.850 2.389  0.258
H -1.165 0.670 0.399  0.487
H -0.281 -1.531 1.474  0.207
H 1.441 -1.238 1.281  0.218
H 1.180 -0.631 -1.062  0.205
H 0.379 -2.179 -0.809  0.218
H -1.821 -1.214 -0.904  0.156
H -0.911 -0.453 -2.219  0.180

The charge is 0. The calculation puts the energy above the lowest of the compared OMol25 structures with the same formula, charge and spin at 67.7 kcal/mol. Its SMILES is N=C=CCCCO. The maximum force is 1.8 eV Å⁻¹. The value obtained for the HOMO energy is -8.4356 eV. The value obtained for the HOMO-LUMO gap is 9.4 eV.

=====

(5)
Below is C33H46IrN6 as an isolated structure, with properties calculated with ωB97M-V/def2-TZVPD.

Last column: Löwdin charge in e.
Cartesian coordinates (Å):
Ir 0.924 -0.014 -0.342  1.199
N 1.920 -2.811 3.956  0.072
N -0.285 -2.312 -1.698  -0.002
C 1.741 1.932 -0.480  -0.394
C 2.859 1.112 -0.136  -0.351
C 2.710 0.763 1.233  -0.318
C 3.788 0.233 2.079  -0.082
H 4.720 0.074 1.527  0.074
H 3.602 -1.150 2.865  0.082
H 3.969 0.880 2.962  0.089
C 1.441 1.172 1.681  -0.289
C 1.007 1.153 3.110  -0.042
H 1.510 1.940 3.702  0.086
H 1.237 0.192 3.594  0.068
H -0.068 1.335 3.164  0.048
C 0.785 1.870 0.602  -0.414
C -0.488 2.611 0.706  -0.066
H -1.244 1.996 1.205  0.048
H -0.819 2.893 -0.291  0.061
H -0.326 3.516 1.292  0.079
C 4.101 0.878 -0.947  -0.049
H 4.886 1.594 -0.655  0.079
H 3.890 1.023 -2.011  0.054
H 4.490 -0.142 -0.799  0.079
C 1.656 2.734 -1.718  -0.040
H 0.628 3.053 -1.891  0.070
H 1.963 2.115 -2.568  0.060
H 2.328 3.594 -1.631  0.086
C 1.075 -3.689 4.479  -0.192
H 1.306 -4.090 5.480  0.092
C -0.085 -4.115 3.801  -0.117
H -0.719 -4.853 4.284  0.079
C -0.341 -3.575 2.536  -0.100
H -1.264 -3.829 2.019  0.103
C 0.557 -2.676 1.973  -0.050
H 0.414 -2.254 0.973  0.044
C 1.728 -2.289 2.701  -0.326
C 2.840 -1.569 2.139  0.000
H 3.207 -1.923 1.167  0.097
C 0.432 -1.214 -1.719  -0.551
C -0.232 -2.886 -2.967  -0.165
H -0.808 -3.750 -3.266  0.074
C 0.519 -2.082 -3.789  -0.102
H 0.837 -2.244 -4.793  0.086
N 0.901 -0.949 -3.054  -0.058
C 0.696 0.308 -3.679  -0.181
C 1.642 0.686 -4.646  -0.228
C 1.349 1.777 -5.463  -0.017
H 2.086 2.040 -6.226  0.112
C 0.162 2.497 -5.304  -0.285
C -0.156 3.615 -6.239  -0.072
H -0.728 4.382 -5.717  0.071
H -0.745 3.271 -7.097  0.079
H 0.764 4.057 -6.625  0.070
C -0.736 2.135 -4.294  -0.018
H -1.642 2.735 -4.145  0.115
C -0.504 1.022 -3.474  -0.191
C -1.514 0.715 -2.411  -0.076
H -1.996 -0.265 -2.518  0.084
H -2.311 1.475 -2.426  0.073
H -1.067 0.760 -1.386  0.018
C 2.935 -0.060 -4.736  -0.046
H 2.835 -1.023 -5.263  0.075
H 3.359 -0.286 -3.742  0.076
H 3.658 0.559 -5.294  0.077
C -4.321 -0.341 0.595  -0.076
N -4.095 -0.523 2.017  -0.188
C -5.114 0.090 2.863  -0.079
C -2.783 -0.546 2.490  -0.433
N -1.720 -0.225 1.813  0.163
N -2.673 -0.940 3.807  -0.167
C -3.585 -1.938 4.352  -0.077
C -1.352 -0.859 4.401  -0.070
H -5.356 -0.617 0.375  0.083
H -3.648 -0.999 0.034  0.092
H -4.159 0.702 0.275  0.091
H -6.011 -0.545 2.855  0.085
H -4.740 0.190 3.887  0.074
H -5.385 1.087 2.475  0.086
H -1.961 -0.088 0.830  0.017
H -3.004 -2.724 4.857  0.079
H -4.259 -1.474 5.088  0.073
H -4.180 -2.395 3.548  0.091
H -0.594 -1.184 3.673  0.049
H -1.134 0.179 4.683  0.080
H -1.300 -1.495 5.291  0.085

The charge is -1. The calculation puts the energy above the lowest of the compared OMol25 structures with the same formula, charge and spin at 35.7 kcal/mol. The maximum force is 5.0 eV Å⁻¹. The value obtained for the HOMO energy (spin up / spin down) is -2.0224 / -3.5883 eV. As for the spin multiplicity: 5. The value obtained for the HOMO-LUMO gap (spin up / spin down) is 4.6 / 5.9 eV.

=====

(6)
Below is a 8-piece molecular cluster, C4H24NO7 overall, with properties calculated with ωB97M-V/def2-TZVPD.

Last column: natural (NBO) charge in e.
Cartesian coordinates (Å):
C -1.265 3.348 0.091  -0.600
C -1.421 3.072 1.635  -0.420
C -0.820 1.759 2.039  -0.231
C -2.297 -0.151 1.997  0.109
N -1.500 0.619 1.387  -0.406
H -1.767 4.242 -0.237  0.235
H -1.543 2.426 -0.420  0.198
H -0.183 3.427 -0.043  0.208
H -2.486 3.226 1.807  0.222
H -0.854 3.864 2.125  0.233
H -0.851 1.622 3.119  0.221
H 0.206 1.646 1.683  0.226
H -2.368 -0.045 3.077  0.200
H -2.698 -1.044 1.543  0.231
H -1.163 0.281 0.451  0.508
H 2.516 -0.617 -3.961  0.503
H 2.567 -1.995 -3.130  0.503
O 2.081 -1.202 -3.341  -0.986
H 3.416 -0.645 2.193  0.487
H 3.295 -2.045 1.508  0.484
O 3.414 -1.104 1.349  -0.965
H 0.345 -1.703 -2.891  0.510
H -1.000 -2.515 -3.085  0.482
O -0.556 -1.847 -2.568  -0.997
H 1.126 -0.229 -0.160  0.496
H 0.059 -1.247 -0.819  0.536
O 0.205 -0.396 -0.370  -0.995
H 3.647 -1.339 -0.645  0.478
H 3.153 -0.245 -1.593  0.465
O 3.903 -0.806 -1.406  -0.947
H 0.676 -2.853 1.266  0.475
H 0.736 -4.150 0.346  0.490
O 0.852 -3.202 0.396  -0.963
H -3.171 -0.775 -1.378  0.492
H -3.401 0.678 -1.134  0.485
O -2.850 -0.054 -0.829  -0.964

The charge is +1. The calculation puts the energy above the lowest of the compared OMol25 structures with the same formula, charge and spin at 18.6 kcal/mol. The maximum force is 2.5 eV Å⁻¹. The value obtained for the HOMO energy is -13.0512 eV. The value obtained for the HOMO-LUMO gap is 9.3 eV.

=====

In u, the M values for the records above are, in order, 84.1 124.2 60.1 99.1 719.0 198.2.